No. 1
Density functional theory data (ωB97M-V with the def2-TZVPD basis set) for a structure of composition C4H11B4ClO4Zn at a distorted geometry.

Calculated values
HOMO = -16.368 eV
Total charge = +2
Total energy = -2798.34832 Eh
M = 267.22 g mol⁻¹

CARTESIAN COORDINATES (ANGSTROEM)
H1 3.28793 -2.11594 -0.23552
H2 -1.99832 1.37865 2.01740
C1 2.59809 -1.27073 -0.17194
B1 -1.44136 -0.04929 -0.56577
H3 -0.08248 2.30137 -2.26492
B2 0.00008 -1.75136 -0.30757
O1 -2.45255 1.63666 1.21221
C2 0.42737 2.54900 -1.33183
H4 0.92408 3.52257 -1.47446
B3 -1.49432 1.46771 0.18127
H5 -1.18010 3.61532 -0.21320
B4 -2.24573 -2.18522 -0.19753
H6 1.23202 1.85035 -1.08483
Cl1 -3.45696 -3.18154 0.68229
H7 2.32749 -0.95896 -1.18393
O2 -0.94691 -2.76120 -0.36865
O3 -2.55963 -0.90350 -0.68522
Zn1 0.68725 -2.06830 2.89777
C3 1.31841 -1.77713 0.62299
H8 1.55391 -2.79585 1.04140
H9 0.07249 2.86833 0.77110
H10 3.08632 -0.46946 0.38667
C4 -0.54519 2.71871 -0.13954
O4 -0.21905 -0.58803 -1.08061
H11 1.10716 -1.03215 1.49245

***

No. 2
Density functional theory data (ωB97M-V with the def2-TZVPD basis set) for a cluster of 2 separate species, C4H11BO2 in total at a distorted geometry.

Calculated values
HOMO (spin up / spin down) = -7.834 / -8.220 eV
Total energy = -334.24637 Eh
M = 101.94 g mol⁻¹
Relative energy (zero: lowest compared OMol25 entry of this formula, charge and spin) = 505.8 kJ/mol

CARTESIAN COORDINATES (ANGSTROEM)
H1 -0.49977 -0.65518 -1.62387
H2 0.55661 1.29408 0.59199
H3 0.33068 -2.19300 0.07177
H4 -2.83191 -0.65980 -0.13430
H5 2.53518 -0.54636 -1.39810
H6 -2.37055 0.79420 0.41836
O1 3.92541 0.49787 1.18656
B1 3.03826 -0.07663 0.41724
C1 -0.61389 -0.23565 -0.64825
C2 -2.07975 0.19905 -0.47888
H7 -2.45026 0.65405 -1.40841
H8 4.77932 0.74350 0.92823
O2 3.32803 -0.27009 -0.93539
C3 0.26531 1.08392 -0.53900
H9 1.33691 1.05328 -0.94408
C4 -0.22673 -1.29515 0.34584
H10 -0.22999 1.94176 -1.06766
H11 -0.15405 -0.94243 1.38724